# 1
C29H39O2Si | ωB97M-V/def2-TZVPD

Element x y z (Å)
C  -2.092943  -2.752958  -4.495081
C  -1.513353  -2.494147  -3.098629
C  -0.064783  -2.952308  -2.951598
Si  0.696873  -2.620474  -1.250966
C  -0.295558  -3.670373  -0.044371
C  -0.412369  -5.177378  -0.335686
C  -1.258449  -5.929452  0.705772
C  2.394317  -3.440764  -1.351237
C  3.327789  -2.860354  -2.412319
C  4.718794  -3.506069  -2.401756
H  0.733431  -1.106155  -0.769097
H  -3.117024  -2.368292  -4.555079
H  -1.494980  -2.256723  -5.267613
H  -2.122397  -3.825092  -4.722819
H  -1.568437  -1.421800  -2.871593
H  -2.145333  -2.995567  -2.352538
H  -0.005803  -4.024299  -3.192386
H  0.562339  -2.458058  -3.705080
H  0.153892  -3.541970  0.949699
H  -1.306568  -3.245414  0.019571
H  -0.850470  -5.350299  -1.329952
H  0.584848  -5.638923  -0.371631
H  -1.310287  -6.999229  0.468866
H  -0.831520  -5.829194  1.710371
H  -2.284004  -5.543464  0.738624
H  2.859007  -3.351232  -0.360391
H  2.285413  -4.521735  -1.522441
H  2.885937  -2.982806  -3.410151
H  3.424623  -1.778830  -2.251967
H  5.359595  -3.041152  -3.158898
H  5.199791  -3.386920  -1.424215
H  4.658704  -4.578208  -2.622789
C  5.383667  1.724149  4.576255
O  5.395544  1.291521  3.197323
C  4.277541  1.444260  2.442572
C  4.302220  0.897505  1.130669
C  3.167383  0.868395  0.371772
C  1.912869  1.366417  0.858210
C  0.759454  1.197830  0.046786
C  -0.564859  1.631078  0.345812
C  -1.469926  1.896099  -0.722210
C  -2.763464  2.315786  -0.498349
C  -3.175445  2.587298  0.813087
O  -4.477628  3.032048  1.025280
C  -4.700767  4.410875  1.133065
C  -5.320953  5.056617  0.058035
C  -5.426008  6.444831  0.080162
C  -4.994066  7.159932  1.198224
C  -4.438335  6.494737  2.291795
C  -4.288761  5.107567  2.269545
C  -2.314516  2.382705  1.892830
C  -1.045707  1.881035  1.659533
C  1.975719  2.100978  2.087329
C  3.095085  2.084255  2.888983
H  6.396974  1.511509  4.918613
H  5.173270  2.800959  4.654291
H  4.655447  1.151351  5.170285
H  5.242425  0.472069  0.784900
H  3.202058  0.440197  -0.635907
H  0.944924  0.889502  -0.982121
H  -1.136918  1.753721  -1.746388
H  -3.476280  2.457236  -1.308165
H  -5.652695  4.459937  -0.793379
H  -5.860723  6.960227  -0.784731
H  -5.108564  8.250452  1.225501
H  -4.113452  7.047845  3.182051
H  -3.837967  4.554746  3.097454
H  -2.664471  2.605287  2.899800
H  -0.428273  1.657465  2.518865
H  1.128822  2.706100  2.409837
H  3.075322  2.555139  3.879767

Forces on atoms 1 to 6 (eV/Å):
C -0.09 0.12 0.18
C -0.16 0.00 -0.19
C 0.02 0.65 -0.09
Si -0.08 -1.14 -0.22
C -0.20 0.31 0.43
C 0.05 -0.20 -0.14

Properties
Net charge: +1
LUMO level in eV: -5.34

# 2
C9H11NO | ωB97M-V/def2-TZVPD

Element x y z (Å)
C  -3.365648  -0.011494  -0.088941
C  -1.714136  1.474487  0.881669
C  -0.964048  -0.655337  -0.242407
C  0.432482  -0.283577  -0.160992
C  1.356981  -1.133283  0.567680
C  2.681486  -0.864446  0.633172
C  3.176837  0.319359  0.066626
C  2.321280  1.189221  -0.609419
C  0.975313  0.887556  -0.678699
H  -3.882483  0.760566  -0.741021
H  -3.243825  -0.814296  -0.977005
H  -3.956076  -0.236657  1.064051
H  -0.764246  1.664440  0.937965
H  -2.325896  1.479554  2.007928
H  -2.034986  2.363983  0.287154
H  0.790339  -2.134138  1.015308
H  3.327574  -1.423107  1.142865
H  4.002272  0.663244  0.078313
H  2.868725  2.111336  -1.243067
H  0.087438  1.465470  -1.268545
N  -1.959724  0.320179  0.088621
O  -1.319256  -1.709570  -0.642054

Forces on atoms 1 to 6 (eV/Å):
C -0.27 -1.43 -1.17
C -6.38 0.65 1.18
C -2.36 2.74 0.84
C 3.88 0.03 2.04
C -4.53 -2.45 -0.26
C -1.00 3.09 -1.48

Properties
SMILES: CN(C)C(=O)c1ccccc1
Net charge: 0
ΔE to the lowest compared entry with this formula, charge and spin in kJ/mol: 423.3
LUMO level in eV: 0.71

# 3
C20H20FN3O7S | ωB97M-V/def2-TZVPD

Element x y z (Å)
O  -4.017606  0.442411  0.931438
C  -2.989487  1.089538  0.918210
N  -2.132170  1.249047  1.935967
H  -1.307012  1.793763  1.713869
C  -2.040818  0.346851  3.064695
C  -0.803227  -0.497905  2.898358
C  -0.844504  -1.638152  2.110821
C  0.299264  -2.384251  1.839986
C  1.477078  -1.947530  2.395318
C  1.525672  -0.802965  3.191726
C  0.403951  -0.056181  3.449024
H  0.456301  0.830154  4.059846
O  2.813850  -0.590704  3.608152
C  3.555553  -1.693600  3.134986
O  2.738441  -2.478321  2.290759
H  4.433825  -1.336795  2.580672
H  3.892997  -2.304134  3.991016
H  0.263923  -3.263680  1.220290
H  -1.783327  -1.943462  1.679132
H  -2.945957  -0.263204  3.054669
H  -1.997698  0.928388  3.990406
C  -2.511822  1.833071  -0.330644
O  -1.510839  2.532612  -0.322226
N  -3.302789  1.608807  -1.388616
C  -2.853125  1.825842  -2.735512
H  -2.205916  2.705777  -2.732704
H  -3.707891  1.985372  -3.395697
C  -2.053530  0.604096  -3.248533
N  -0.728008  0.583823  -2.631641
S  -0.496486  -0.678973  -1.542585
O  -1.555708  -0.578110  -0.583765
O  -0.340653  -1.925083  -2.237330
C  1.059363  -0.238670  -0.789227
C  1.184381  0.979112  -0.147616
C  2.389223  1.304751  0.451585
C  3.433876  0.397155  0.379395
C  3.315646  -0.824135  -0.263849
C  2.103675  -1.142004  -0.851031
H  1.951173  -2.081025  -1.358020
H  4.151671  -1.504461  -0.293689
F  4.610644  0.714493  0.949736
H  2.529857  2.242363  0.965117
H  0.348326  1.661243  -0.140434
C  0.258657  0.647159  -3.697840
H  0.660286  -0.354019  -3.893281
C  -0.574632  1.150971  -4.879252
H  -0.601657  2.248099  -4.894755
O  -1.863427  0.627366  -4.635244
H  -0.239033  0.773765  -5.844469
H  1.065657  1.327009  -3.422282
H  -2.605547  -0.311933  -2.992000
H  -4.020769  0.911759  -1.219203

Forces on atoms 1 to 6 (eV/Å):
O -0.12 -0.19 -0.08
C 0.02 0.19 0.38
N 0.19 0.38 -0.06
H -0.15 -0.06 -0.08
C -0.09 -0.12 -0.01
C -0.08 -0.10 0.07

Properties
SMILES: O=C(NCc1ccc2c(c1)OCO2)C(=O)NC[C@H]1OCCN1S(=O)(=O)c1ccc(F)cc1
Net charge: 0
LUMO level in eV: 0.51

# 4
C4H8O | ωB97M-V/def2-TZVPD

Element x y z (Å)
C  1.587870  -0.615808  0.019897
C  0.257795  0.036840  -0.136987
C  -0.280212  0.997817  0.867392
C  -1.615712  -0.385826  -0.963124
O  -0.318624  -0.173411  -1.318808
H  1.505921  -1.616115  0.473071
H  2.050696  -0.745381  -0.965975
H  2.243905  -0.015723  0.658942
H  -0.768248  0.543966  1.738792
H  -1.053158  1.607802  0.378741
H  0.543755  1.619375  1.252081
H  -1.802180  -1.254402  -0.348421
H  -2.351808  0.000866  -1.655599

Forces on atoms 1 to 6 (eV/Å):
C 0.00 0.07 0.01
C 1.33 -0.02 1.06
C -0.03 0.14 -0.11
C -0.70 -0.28 -0.73
O -0.62 0.12 -0.31
H 0.03 0.14 -0.06

Properties
Net charge: 0
ΔE to the lowest compared entry with this formula, charge and spin in kJ/mol: 370.7
LUMO level (spin up / spin down) in eV: 0.85 / 0.99

# 5
C5H10O2 | ωB97M-V/def2-TZVPD

Element x y z (Å)
O  0.247432  -0.801948  2.405913
C  0.741182  -0.980915  1.324843
C  1.405014  0.099904  0.532314
C  0.966759  0.153784  -1.002488
C  -0.094298  -0.869933  -1.327173
C  -2.072155  0.822432  0.401813
O  -1.249521  1.859125  0.573891
H  0.768907  -2.005513  0.923097
H  1.203642  1.075012  0.995661
H  2.479596  -0.016263  0.655771
H  0.810286  1.208719  -1.204349
H  1.878624  -0.232600  -1.471178
H  0.230570  -1.547476  -2.106164
H  -1.051515  -0.448208  -1.571012
H  -2.909941  0.968582  -0.287374
H  -2.273797  0.244169  1.301236
H  -1.080781  0.471128  -0.144803

Forces on atoms 1 to 6 (eV/Å):
O -0.15 0.05 0.13
C 0.03 0.06 0.43
C -0.29 1.17 -0.03
C 1.43 -1.74 1.34
C -0.39 3.40 -1.00
C 1.30 1.51 0.81

Properties
Net charge: 0
ΔE to the lowest compared entry with this formula, charge and spin in kJ/mol: 870.1
LUMO level in eV: -2.63

# 6
H12N9P3 | ωB97M-V/def2-TZVPD

Element x y z (Å)
N  1.835695  1.067862  0.350599
N  0.261135  -1.271825  -0.120561
N  -0.900109  0.651519  0.715833
N  0.510764  -2.654894  -0.403627
N  -1.197420  1.430741  1.970848
N  3.474486  -0.771563  0.178969
N  -2.280480  -1.559133  -0.013048
N  0.144108  1.160272  -1.774519
N  -0.265112  2.955516  -0.103843
P  2.195706  -0.360970  1.091084
P  -0.980944  -1.094132  1.046234
P  0.366116  1.414802  -0.125671
H  -0.277385  -3.055067  -0.846641
H  0.838290  -3.094700  0.414430
H  -0.612907  1.276389  2.774435
H  -2.127685  1.273174  2.276876
H  4.254768  -1.427630  0.315372
H  3.605427  -0.506152  -0.773419
H  -2.479732  -0.869415  -0.720807
H  -3.176231  -1.915637  0.326080
H  -0.631618  1.740095  -2.085447
H  -0.089165  0.171713  -1.995676
H  -0.529456  3.345495  0.783204
H  0.091348  3.763201  -0.606163

Forces on atoms 1 to 6 (eV/Å):
N -0.57 0.28 0.64
N 1.37 -0.04 1.47
N -0.52 0.49 3.29
N 1.21 1.50 -0.97
N 0.46 0.63 -1.53
N 2.18 -1.42 -0.64

Properties
Net charge: 0
ΔE to the lowest compared entry with this formula, charge and spin in kJ/mol: 0.0
LUMO level in eV: 1.03

| no. | strongest force on any atom (eV/Å) |
| --- | --- |
| 1 | 1.8 |
| 2 | 11.9 |
| 3 | 1.2 |
| 4 | 1.7 |
| 5 | 3.6 |
| 6 | 3.4 |